{"formula": "C12H13N", "method": "ωB97M-V with the def2-TZVPD basis set", "mol_weight_g_mol": 171.243, "orbital_gap_ev": 9.30, "energy_ha": -519.61791, "e_homo_ha": -0.3060, "largest_force_ev_per_a": 4.408, "e_above_lowest_kj_mol": 536.6, "total_charge": 0, "smiles": "C=C/C(C)=C\\[C@H]1C=C1n1cccc1", "species": ["C", "C", "C", "C", "C", "C", "C", "C", "C", "C", "C", "C", "N", "H", "H", "H", "H", "H", "H", "H", "H", "H", "H", "H", "H", "H"], "xyz": [[2.39404, -2.22740, 0.35014], [1.65585, -3.07166, -0.55799], [1.46717, -1.34908, 0.90539], [0.33029, -2.68413, -0.47040], [-0.13628, 0.96962, -1.07803], [1.22733, 0.99362, -1.12427], [-1.25619, 1.48622, 1.08713], [-0.80825, 1.83098, -0.15350], [-2.13422, -0.91560, 0.63822], [-1.42800, 0.15455, 1.46035], [-0.86153, -1.05001, 0.76045], [-1.04318, 3.20904, -0.60392], [0.24636, -1.63394, 0.40292], [3.43414, -2.27500, 0.64538], [2.01496, -3.88195, -1.09357], [1.56538, -0.45591, 1.35735], [-0.56278, -3.12563, -0.78631], [-0.66430, 0.31557, -1.67713], [1.86540, 0.29541, -1.74365], [-1.66865, 2.24062, 1.72415], [-3.11135, -1.15395, 0.26147], [1.92429, 1.68729, -0.61574], [-1.48669, 0.03926, 2.55079], [-1.31774, 3.79833, 0.25455], [-1.70345, 3.20566, -1.52551], [0.05741, 3.59809, -0.96824]], "lowdin_charge": [-0.052, -0.056, -0.072, -0.044, -0.149, 0.026, -0.050, -0.347, 0.102, -0.218, -0.230, -0.070, -0.074, 0.092, 0.069, 0.091, 0.109, 0.091, 0.077, 0.107, 0.102, 0.076, 0.123, 0.062, 0.104, 0.131]}

{"formula": "C12H13N", "method": "ωB97M-V with the def2-TZVPD basis set", "mol_weight_g_mol": 171.243, "orbital_gap_ev": [7.07, 7.42], "energy_ha": -519.69222, "multiplicity": 3, "e_homo_ha": [-0.2244, -0.3546], "largest_force_ev_per_a": 3.898, "e_above_lowest_kj_mol": 0.0, "total_charge": 0, "species": ["C", "C", "C", "C", "C", "C", "C", "C", "C", "C", "C", "C", "N", "H", "H", "H", "H", "H", "H", "H", "H", "H", "H", "H", "H", "H"], "xyz": [[3.32707, -1.45492, -0.04342], [3.02024, -1.73608, 1.32654], [2.49171, -0.73327, -0.82554], [1.88872, -1.29264, 1.92125], [1.28171, -0.23669, -0.25848], [0.24651, 0.49884, -0.72747], [0.97542, -0.50907, 1.15345], [-2.91192, -0.25282, -2.18452], [-2.69523, 0.55245, -1.16045], [-2.10101, 0.09293, 0.12826], [-0.70911, 0.71432, 0.41263], [-0.83678, 2.20530, 0.75212], [-0.13669, 0.02150, 1.54357], [4.25423, -1.84300, -0.44136], [3.73234, -2.32420, 1.88883], [2.71868, -0.52178, -1.86112], [1.65532, -1.51056, 2.95136], [-2.67040, -1.30176, -2.12619], [-3.34427, 0.08517, -3.11041], [0.08479, 0.88919, -1.71399], [-2.95138, 1.60246, -1.22226], [-2.74724, 0.35865, 0.96630], [-1.98355, -0.99156, 0.11291], [-1.46588, 2.32183, 1.62930], [-1.26864, 2.74917, -0.08347], [0.14537, 2.61655, 0.97216]], "lowdin_spin": [0.200, 0.148, 0.187, 0.195, 0.103, 0.450, 0.058, 0.005, 0.008, 0.037, 0.078, 0.041, 0.430, 0.008, 0.005, 0.005, 0.006, 0.001, 0.000, 0.022, 0.000, 0.002, 0.001, 0.004, 0.003, 0.002]}

{"formula": "C12H13N2O", "method": "ωB97M-V with the def2-TZVPD basis set", "mol_weight_g_mol": 201.249, "orbital_gap_ev": 9.10, "energy_ha": -649.44828, "e_homo_ha": -0.4461, "largest_force_ev_per_a": 5.156, "e_above_lowest_kj_mol": 421.9, "total_charge": 1, "smiles": "c1ccc2c(c1)OC1=N[C@@H]3C[N@@H+]3CC[C@@H]12", "species": ["C", "C", "C", "C", "C", "C", "C", "C", "C", "C", "C", "C", "N", "N", "O", "H", "H", "H", "H", "H", "H", "H", "H", "H", "H", "H", "H", "H"], "xyz": [[-0.97956, 0.18261, 2.63765], [0.25020, -0.71677, -3.90334], [-0.73912, 0.23031, -4.07376], [0.68385, -0.78694, -2.57978], [-1.52525, 0.81996, -3.11520], [-0.06303, -0.10513, -1.66025], [-1.16384, 0.67077, -1.81954], [1.46916, -0.10748, 0.54013], [1.48321, 0.17012, 2.12066], [-0.19251, 0.30280, 3.96318], [0.09642, -0.36865, -0.16365], [-1.07316, 0.65631, 0.29249], [-1.31257, 0.93472, 1.54739], [0.34095, -0.48351, 2.78418], [-1.74147, 1.21635, -0.70497], [-1.75884, -0.60621, 2.69477], [0.50705, -1.31575, -4.78337], [-0.99219, 0.54571, -5.15149], [1.41806, -1.46388, -2.22797], [-2.26779, 1.58243, -3.38553], [2.10154, 0.62169, -0.05602], [1.96482, -1.07838, 0.54742], [2.51229, -0.22309, 2.56480], [1.45538, 1.21518, 2.27068], [0.20118, 1.21800, 4.32964], [-0.66559, -0.36935, 4.65293], [-0.26495, -1.33333, 0.08645], [0.25574, -1.40848, 2.59250]], "lowdin_charge": [-0.245, -0.039, -0.085, -0.006, 0.006, -0.162, -0.224, -0.076, -0.093, 0.106, -0.106, -0.200, 0.161, -0.001, 0.180, 0.175, 0.124, 0.146, 0.114, 0.141, 0.153, 0.104, 0.180, 0.109, 0.131, 0.123, 0.138, 0.143]}

{"formula": "C12H13N4O2RuS2", "method": "ωB97M-V with the def2-TZVPD basis set", "mol_weight_g_mol": 410.466, "orbital_gap_ev": [6.63, 5.78], "energy_ha": -1725.67578, "e_homo_ha": [-0.4315, -0.4263], "largest_force_ev_per_a": 0.708, "e_above_lowest_kj_mol": 0.0, "total_charge": 1, "species": ["Ru", "S", "C", "C", "C", "C", "C", "C", "S", "H", "H", "H", "H", "N", "N", "C", "O", "O", "H", "H", "H", "N", "C", "C", "C", "N", "C", "C", "H", "H", "H", "H", "H", "H"], "xyz": [[0.67582, -1.07259, 0.21883], [0.30167, 0.31680, 1.84008], [1.11782, 1.78869, 1.59459], [1.09751, 2.84237, 2.54258], [1.77289, 3.99115, 2.26294], [2.50038, 4.13675, 1.04546], [2.54023, 3.13247, 0.12764], [1.83284, 1.93199, 0.39263], [1.79776, 0.61544, -0.67961], [0.54010, 2.72400, 3.46267], [1.75805, 4.80841, 2.97104], [3.02448, 5.06265, 0.85177], [3.08766, 3.23652, -0.79995], [2.43743, -1.90588, 1.11789], [2.33523, -3.30740, 1.09752], [1.29168, -3.88352, 0.38592], [1.21525, -5.05492, 0.17958], [0.39704, -2.95802, -0.00547], [3.26261, -1.59044, 0.61115], [2.51537, -1.58934, 2.08065], [3.15729, -3.85972, 1.28326], [-4.79307, -0.63892, -2.68970], [-3.60299, -0.69214, -2.06657], [-3.44506, -1.36161, -0.83929], [-2.21870, -1.38159, -0.23915], [-1.12485, -0.78376, -0.75740], [-1.27115, -0.15326, -1.93809], [-2.45930, -0.08403, -2.61131], [-5.60550, -1.07929, -2.29732], [-4.89855, -0.16088, -3.56621], [-4.27539, -1.86992, -0.36913], [-2.07796, -1.90742, 0.69538], [-0.38431, 0.31307, -2.34316], [-2.50226, 0.43434, -3.55922]], "lowdin_charge": [0.798, 0.765, -0.653, -0.095, -0.042, -0.044, -0.094, -0.653, 0.769, 0.115, 0.118, 0.118, 0.115, -0.073, 0.023, -0.654, 0.134, -0.212, 0.111, 0.108, 0.161, 0.161, -0.293, 0.013, -0.119, -0.147, -0.121, 0.008, 0.119, 0.118, 0.124, 0.117, 0.084, 0.123]}

{"formula": "C12H13NO", "method": "ωB97M-V with the def2-TZVPD basis set", "mol_weight_g_mol": 187.242, "orbital_gap_ev": 8.49, "energy_ha": -594.78918, "e_homo_ha": -0.2949, "largest_force_ev_per_a": 5.691, "e_above_lowest_kj_mol": 694.1, "total_charge": 0, "smiles": "c1cc2c3c(ccc2o1)CCNCC3", "species": ["C", "C", "C", "C", "C", "C", "C", "C", "C", "C", "C", "C", "H", "H", "H", "H", "H", "H", "H", "H", "H", "H", "H", "H", "H", "N", "O"], "xyz": [[-2.74139, 0.49211, 0.56248], [-1.70477, 1.66276, -0.01749], [-0.16120, 1.14709, -0.01571], [0.79856, 2.09249, -0.38578], [2.13789, 1.97497, -0.12805], [2.58308, 0.60337, -0.09864], [4.07661, -1.05103, 0.24983], [2.75601, -1.67911, -0.11032], [1.79295, -0.54296, -0.19109], [0.29830, -0.27918, -0.13928], [-0.61045, -1.46478, 0.28353], [-2.02487, -1.50466, -0.59649], [-2.16261, 0.31144, 1.49602], [-3.80886, 1.07532, 0.63680], [-2.11055, 2.57540, 0.84263], [-2.02811, 1.84269, -1.07913], [0.21550, 3.13399, -0.30525], [3.08131, 2.49535, -0.25319], [5.18285, -1.22894, 0.70803], [2.36393, -2.64778, -0.45602], [-0.24583, -2.58543, -0.01731], [-0.75574, -1.47113, 1.49823], [-1.79249, -1.22797, -1.57775], [-1.84306, -2.63846, -0.48366], [-4.03367, -0.58293, -0.43501], [-3.15250, -0.79654, -0.06433], [3.88910, 0.29391, 0.07694]], "lowdin_charge": [-0.240, -0.121, -0.168, -0.109, 0.009, -0.265, -0.043, 0.024, -0.114, -0.071, -0.134, -0.221, 0.084, 0.141, 0.181, 0.096, 0.144, 0.119, 0.168, 0.089, 0.127, 0.162, 0.082, 0.099, 0.071, -0.082, -0.029]}

{"formula": "C12H13NO2", "method": "ωB97M-V with the def2-TZVPD basis set", "mol_weight_g_mol": 203.241, "orbital_gap_ev": 8.90, "energy_ha": -670.18007, "e_homo_ha": -0.2982, "largest_force_ev_per_a": 8.248, "e_above_lowest_kj_mol": 460.6, "total_charge": 0, "smiles": "N#CCCCc1cc2c(cc1O)CCO2", "species": ["C", "C", "C", "C", "C", "C", "C", "C", "C", "C", "C", "C", "H", "H", "H", "H", "H", "H", "H", "H", "H", "H", "H", "H", "H", "N", "O", "O"], "xyz": [[-0.29273, 0.94758, -0.04620], [1.04648, 1.56179, -0.04707], [2.20621, 0.74200, -0.14244], [3.62754, 1.07242, 0.20324], [4.10068, -0.32548, 0.41065], [1.97816, -0.61949, -0.15419], [0.78702, -1.18081, -0.42752], [-0.37180, -0.38492, -0.44684], [-1.50772, -1.18985, -0.82252], [-2.52486, -1.71736, 0.18598], [-3.02168, -0.56970, 1.22153], [-3.79293, 0.44583, 0.44422], [-1.95438, 1.54866, -0.74816], [1.05160, 2.72462, 0.06860], [3.94501, 1.36378, -0.84514], [3.71616, 1.85967, 0.97395], [4.90463, -0.52279, -0.24300], [4.28873, -0.70077, 1.38260], [0.64794, -2.32624, -0.49023], [-2.15463, -0.57546, -1.44082], [-1.08586, -2.09299, -1.33112], [-3.45652, -2.10099, -0.22806], [-1.97164, -2.28702, 0.91726], [-3.73875, -0.91835, 2.03405], [-2.19911, 0.15221, 1.65375], [-4.25576, 0.94454, -0.59036], [-1.35423, 1.88312, -0.04024], [3.15311, -1.31165, 0.05972]], "lowdin_charge": [-0.224, 0.078, -0.177, -0.079, -0.188, -0.254, 0.031, -0.205, -0.190, -0.138, -0.163, -0.212, 0.078, 0.151, 0.145, 0.136, 0.111, 0.122, 0.162, 0.109, 0.127, 0.118, 0.103, 0.125, 0.141, 0.123, -0.018, -0.012]}

{"formula": "C12H13NO2", "method": "ωB97M-V with the def2-TZVPD basis set", "mol_weight_g_mol": 203.241, "orbital_gap_ev": [8.00, 8.00], "energy_ha": -670.14277, "e_homo_ha": [-0.2742, -0.2742], "largest_force_ev_per_a": 4.646, "e_above_lowest_kj_mol": 558.5, "total_charge": 0, "species": ["C", "C", "C", "C", "C", "C", "C", "C", "C", "C", "C", "C", "N", "O", "O", "H", "H", "H", "H", "H", "H", "H", "H", "H", "H", "H", "H", "H"], "xyz": [[1.69447, 1.25767, 2.39333], [0.52177, 0.79901, 2.97804], [1.87867, 0.81498, 1.04793], [-0.52618, 0.11668, 2.29504], [0.89593, 0.12696, 0.31995], [-0.33497, -0.24300, 0.95570], [0.30830, 0.84311, -1.99154], [0.93205, 1.57699, -2.94089], [-1.30362, 0.95523, -1.81746], [-1.10839, -1.25153, -1.15888], [0.99756, -0.19663, -1.14297], [-1.87248, -2.22561, 0.99631], [-1.10838, -1.17629, 0.29136], [-1.88963, -0.31855, -1.86214], [2.21722, -0.69065, -1.58668], [2.54876, 1.71040, 3.02524], [0.34055, 1.02920, 4.06600], [2.66885, 1.22952, 0.41163], [-1.27348, -0.31716, 2.98778], [1.95054, 1.40544, -3.17051], [0.27309, 2.23952, -3.42552], [-1.56984, 1.36861, -0.92699], [-1.62385, 1.49806, -2.74217], [-1.36029, -2.26319, -1.55988], [-1.59105, -3.22094, 0.61380], [-1.65520, -2.18676, 2.01191], [-2.94420, -2.21603, 0.83124], [2.93381, -0.66505, -0.89964]], "lowdin_charge": [-0.094, -0.115, -0.037, -0.020, -0.113, -0.193, -0.179, 0.081, -0.121, -0.073, -0.213, -0.027, -0.099, -0.087, 0.021, 0.127, 0.113, 0.116, 0.110, 0.053, 0.041, 0.083, 0.134, 0.139, 0.094, 0.048, 0.087, 0.125]}

{"formula": "C12H14BN9Ni", "method": "ωB97M-V with the def2-TZVPD basis set", "mol_weight_g_mol": 353.812, "orbital_gap_ev": [7.61, 5.67], "energy_ha": -2491.49177, "multiplicity": 3, "e_homo_ha": [-0.3165, -0.3177], "largest_force_ev_per_a": 5.599, "total_charge": 0, "species": ["H", "N", "B", "N", "C", "Ni", "H", "C", "H", "C", "H", "C", "H", "H", "H", "N", "N", "N", "N", "C", "C", "H", "H", "C", "C", "C", "C", "H", "H", "H", "H", "H", "N", "C", "N", "C", "N"], "xyz": [[-1.77211, -2.42378, 1.56645], [-0.81110, -1.28679, 0.03135], [-0.17911, -0.18889, -2.18586], [-1.02781, -1.16621, -1.32981], [-2.02516, -1.99310, -1.70118], [0.86262, -0.45472, 1.15522], [-2.31048, -2.05206, -2.74622], [-2.48054, -2.64751, -0.55840], [-3.26406, -3.37670, -0.50424], [-1.70646, -2.18281, 0.50951], [-0.35688, -0.31040, -3.35624], [1.67613, 1.32938, 1.62201], [1.59474, 1.39826, 2.71352], [0.97929, 2.09363, 1.21943], [2.69621, 1.63879, 1.32240], [1.27948, -0.50948, -1.71904], [-0.54678, 1.23859, -1.71736], [1.69424, -0.55856, -0.36446], [-0.43068, 1.49840, -0.36428], [2.31427, -0.86085, -2.49465], [-1.03071, 2.32960, -2.35604], [2.16642, -0.90111, -3.56653], [-1.20843, 2.29580, -3.41803], [3.41648, -1.13123, -1.69003], [-1.21503, 3.33441, -1.40214], [3.00635, -0.93474, -0.37179], [-0.82528, 2.75552, -0.17588], [4.38390, -1.44587, -2.03313], [-1.57389, 4.33162, -1.55100], [3.59313, -1.00093, 0.54076], [-0.78971, 3.20951, 0.80667], [0.63153, -2.01124, 1.13169], [-0.21427, -0.32377, 2.68599], [-0.98297, -0.33198, 3.57559], [-1.86083, -0.45562, 4.50055], [-1.81293, 0.25846, 5.60375], [-1.86958, 0.83641, 6.62140]], "lowdin_spin": [0.001, 0.172, 0.000, 0.011, 0.022, 0.846, 0.002, 0.001, 0.000, 0.031, 0.000, 0.379, 0.025, 0.017, 0.021, -0.001, 0.003, 0.040, 0.037, 0.015, 0.000, 0.001, 0.000, 0.003, 0.001, 0.027, 0.002, 0.000, 0.000, 0.004, 0.000, 0.286, 0.026, 0.011, 0.011, 0.001, 0.003]}